# 1
Molecular formula: C5H10N4
Method: DFT, wB97M-V/def2-TZVPD

- E_tot: -11302.9602 eV
- Maximum force: 0.13544 hartree/bohr
- Relative energy (zero: lowest compared OMol25 entry of this formula, charge and spin): 113.4 kcal per mole
- Gap between HOMO and LUMO: 8.3 eV

```
19
Properties=species:S:1:pos:R:3:forces:R:3:mulliken_charge:R:1
C -2.4559 0.3118 0.0563 -2.126 2.479 -0.569 -0.21
C -1.6883 -0.7093 -0.0695 4.312 -0.858 -1.415 0.00
C 0.0179 0.4810 -0.2181 -5.796 -3.803 0.669 0.31
C 1.6670 -0.9598 0.6239 -0.787 0.589 0.285 -0.90
C 2.1633 1.2052 -0.4938 1.142 0.265 -2.563 -0.99
N -0.5126 1.5927 -0.2293 0.276 2.820 0.520 -0.52
N -1.8485 1.5826 -0.1392 -2.776 -1.130 0.194 -0.16
N -1.8814 -2.0997 -0.2716 -0.429 1.549 0.552 -0.63
N 1.2565 0.1339 -0.3004 2.983 -2.801 -0.186 0.06
H -3.5795 0.4116 0.1223 1.450 -0.542 0.019 0.34
H 1.2243 -0.5080 1.5122 1.064 -0.761 1.204 0.39
H 1.0698 -1.8806 0.5016 0.467 0.366 -0.555 0.20
H 2.7739 -1.1728 0.6420 -1.368 0.496 -0.075 0.33
H 2.4570 1.1066 -1.5874 0.145 0.858 1.232 0.22
H 1.6533 2.1172 -0.2981 -0.340 0.924 -0.224 0.37
H 3.0428 1.2457 0.1200 0.445 -0.676 0.447 0.40
H -2.3382 2.2386 0.4448 0.873 0.917 -0.037 0.24
H -1.6724 -2.5541 0.5764 0.117 -0.973 1.083 0.28
H -1.3491 -2.5425 -0.9919 0.349 0.281 -0.579 0.28
```
Forces are in eV/Å.

=====

# 2
Molecular formula: C5H10N4O
Method: DFT, wB97M-V/def2-TZVPD

- E_tot: -13354.7332 eV
- Maximum force: 0.05674 hartree/bohr
- Relative energy (zero: lowest compared OMol25 entry of this formula, charge and spin): 15.7 kcal per mole
- Gap between HOMO and LUMO: 9.6 eV

```
20
Properties=species:S:1:pos:R:3:forces:R:3:mulliken_charge:R:1
C -1.4851 -1.0494 1.1660 -0.209 -0.356 0.301 -1.06
C 1.4476 1.1904 1.2891 -0.379 -0.015 0.086 -1.16
N -0.4622 -0.1985 0.5607 -1.489 -0.367 0.148 0.17
C -0.6871 0.1896 -0.7512 -0.748 2.000 -1.121 0.57
C 0.2591 -0.3493 -1.8442 -0.079 -0.358 -0.283 0.28
C 0.7799 -0.1628 1.1778 2.604 -1.100 0.726 0.57
N 0.5340 0.5478 -2.8349 -0.300 -0.065 0.360 -0.41
N -1.6504 0.9731 -1.1403 1.421 -1.403 0.672 -0.75
N 1.4099 -1.1781 1.6693 -1.190 1.024 -0.438 -0.70
O 0.6666 -1.4994 -1.8125 -0.152 0.815 0.242 -0.58
H -0.0722 1.3584 -2.9039 0.219 -0.256 0.008 0.26
H 0.9818 0.1976 -3.6695 -0.085 0.026 0.138 0.26
H -2.1769 1.2674 -0.3115 -0.007 -0.020 -0.195 0.29
H 0.9086 -2.0440 1.4548 0.042 0.086 0.062 0.26
H -1.5010 -0.9093 2.2529 0.134 -0.006 -0.222 0.32
H -2.4862 -0.8032 0.7957 0.347 0.052 -0.091 0.37
H -1.2915 -2.1049 0.9498 -0.121 0.003 0.043 0.36
H 2.2106 1.1757 2.0728 -0.112 -0.167 -0.296 0.39
H 1.9144 1.4506 0.3361 -0.022 0.102 0.016 0.25
H 0.6999 1.9483 1.5429 0.126 0.006 -0.158 0.32
```
Forces are in eV/Å.

=====

# 3
Molecular formula: C5H10N4O3S2
Method: DFT, wB97M-V/def2-TZVPD

- E_tot: -39114.4372 eV
- Maximum force: 0.11838 hartree/bohr
- Relative energy (zero: lowest compared OMol25 entry of this formula, charge and spin): 71.1 kcal per mole
- Gap between HOMO and LUMO: 9.5 eV

```
24
Properties=species:S:1:pos:R:3:forces:R:3:mulliken_charge:R:1
C 0.1265 1.1434 -1.2808 0.380 0.771 0.990 0.99
C -0.4283 -0.4236 0.2643 -1.307 5.912 0.633 0.38
C -1.5207 0.4158 2.2980 0.891 -0.421 0.040 -1.11
C -0.1215 -2.6481 -0.2763 0.873 -0.200 1.202 -0.82
C 2.4466 2.2421 -2.4653 -0.433 1.485 -1.585 -0.68
N 0.6307 2.4936 -0.1033 0.897 -1.125 -0.668 -0.70
N 0.1551 -0.1335 -0.8246 1.984 0.838 -3.125 -0.57
N -1.0407 0.6173 0.9407 -0.639 1.844 0.148 -0.14
N -0.4611 -1.5959 0.7405 -1.078 -5.239 0.920 -0.20
O 1.1812 0.2230 -3.5059 -0.127 -1.930 -1.199 -0.58
O -1.1988 1.7628 -1.2701 -1.440 0.018 0.427 -0.52
O -1.6850 3.1402 0.9621 1.620 -1.963 -1.895 -0.66
S 0.7794 1.5060 -2.9783 1.929 1.295 0.420 0.42
S -0.7973 2.2602 0.1968 -2.458 -0.019 2.562 0.92
H -2.4346 -0.1188 2.3522 -0.860 -1.108 -0.365 0.36
H -0.7195 -0.0942 2.7942 0.214 -0.770 0.627 0.43
H -1.7505 1.1944 2.9884 0.283 1.730 -0.513 0.33
H -0.6075 -2.4151 -1.2284 0.022 -0.185 0.227 0.32
H 0.9908 -2.4776 -0.4090 -1.301 -1.048 -0.101 0.27
H -0.4561 -3.6534 0.1385 0.845 1.300 -0.620 0.33
H 2.6737 3.2812 -2.8967 -0.745 -1.548 0.616 0.27
H 3.3039 1.5963 -2.6468 -0.545 -0.449 -0.435 0.31
H 2.2508 2.2783 -1.4478 0.429 0.715 2.008 0.30
H -1.2156 -1.8102 1.3948 0.566 0.097 -0.315 0.32
```
Forces are in eV/Å.

=====

# 4
Molecular formula: C5H10N4OS
Method: DFT, wB97M-V/def2-TZVPD

- E_tot: -24186.2787 eV
- Maximum force: 0.06921 hartree/bohr
- Relative energy (zero: lowest compared OMol25 entry of this formula, charge and spin): 23.9 kcal per mole
- Gap between HOMO and LUMO: 8.5 eV

```
21
Properties=species:S:1:pos:R:3:forces:R:3:mulliken_charge:R:1
C 0.8487 -0.4991 -0.2661 2.331 -1.317 -0.371 0.38
C 3.3619 -0.7001 -0.0364 -0.972 3.419 -0.172 0.37
C -3.5643 0.0138 0.4127 1.118 2.223 -1.072 -1.36
C -2.1555 0.4824 0.2267 1.392 3.067 -0.643 -0.54
C -1.2924 0.2754 -1.0130 -0.078 0.010 -0.307 -0.65
N 1.3473 0.6059 0.1018 -2.455 0.299 0.634 -0.58
N 4.5852 -0.5784 -0.2192 0.803 0.067 0.910 -0.55
N 2.6526 0.6288 0.2539 2.215 -1.376 -0.073 0.34
N -0.3312 -0.7954 -0.8581 -0.387 0.555 0.003 -0.32
O 3.1735 1.5290 1.1957 -0.503 -0.726 -0.136 -0.43
S 2.1490 -1.8236 -0.5308 -0.911 0.132 0.500 -0.23
H -3.7398 0.3901 1.3726 -1.145 0.162 1.531 0.38
H -4.2406 0.4371 -0.2904 -0.680 0.371 -0.557 0.35
H -3.6084 -1.0015 0.3761 -0.383 -3.009 0.045 0.38
H -1.5959 0.0964 1.0150 1.094 -1.008 1.526 0.42
H -2.0204 1.5754 0.4577 -0.811 -0.670 -0.186 0.36
H -1.8629 -0.0752 -1.8167 -1.400 -0.339 -1.343 0.42
H -0.7815 1.1557 -1.4350 -0.114 -0.172 0.745 0.38
H 5.0470 -1.4057 -0.5112 0.444 -0.955 -0.365 0.26
H -0.8095 -1.6163 -0.5314 0.376 -0.527 0.144 0.27
H 2.8374 1.3053 2.0959 0.064 -0.207 -0.814 0.34
```
Forces are in eV/Å.

=====

# 5
Molecular formula: C5H10N4S
Method: DFT, wB97M-V/def2-TZVPD

- E_tot: -22139.7156 eV
- Maximum force: 0.10141 hartree/bohr
- Relative energy (zero: lowest compared OMol25 entry of this formula, charge and spin): 45.2 kcal per mole
- Gap between HOMO and LUMO: 9.1 eV

```
20
Properties=species:S:1:pos:R:3:forces:R:3:mulliken_charge:R:1
C -1.5034 -1.2850 -0.1836 1.130 0.957 -0.140 -0.33
C -0.7158 -0.1641 0.1672 -0.557 -0.085 0.168 -0.03
C 0.5912 0.4606 -1.8513 0.979 -0.812 0.097 -1.98
C 0.9193 1.6701 0.2475 -4.195 -0.008 1.995 -1.76
C 0.4956 0.4199 -0.3746 3.417 -2.099 0.450 1.76
N -2.5786 -1.2850 0.5540 -0.391 -1.264 0.265 -0.63
N -1.3365 0.4692 1.1513 -0.691 -0.332 0.759 -0.35
N -2.4129 -0.2752 1.3504 -2.363 1.119 2.203 0.12
N 1.9501 -0.7153 0.1181 -3.946 -0.177 -3.404 -0.48
S 2.0071 -0.9739 1.7531 -1.123 -1.252 0.720 -0.13
H -1.2531 -2.0532 -0.8520 -0.100 -0.782 -0.918 0.47
H 0.0611 1.2343 -2.2913 -1.001 2.034 -0.500 0.44
H 1.5595 0.4208 -2.3041 1.130 0.591 0.448 0.49
H 0.1801 -0.3594 -2.3182 -1.408 -2.359 -0.704 0.48
H 1.1965 1.5143 1.2800 -0.025 0.129 0.337 0.35
H -0.0343 2.2899 0.2115 1.469 -0.025 0.223 0.38
H 1.6726 2.0534 -0.2862 2.809 1.781 -1.893 0.52
H -3.1739 -0.1260 2.1042 2.167 0.156 -1.825 0.28
H 1.5380 -1.5511 -0.4722 1.602 1.603 1.845 0.30
H 0.8373 -1.7442 1.9962 1.097 0.825 -0.126 0.11
```
Forces are in eV/Å.

=====

# 6
Molecular formula: C5H10N4S
Method: DFT, wB97M-V/def2-TZVPD

- E_tot: -22138.5191 eV
- Maximum force: 0.04237 hartree/bohr
- Relative energy (zero: lowest compared OMol25 entry of this formula, charge and spin): 72.8 kcal per mole
- Gap between HOMO and LUMO: 8.2 eV

```
20
Properties=species:S:1:pos:R:3:forces:R:3:mulliken_charge:R:1
C -0.9502 0.2172 0.8617 -0.492 -0.355 -0.264 0.15
C -1.8224 -0.4496 0.0939 0.216 1.199 -0.001 -0.52
C 1.3319 2.0287 -0.9102 0.080 0.129 -0.063 -0.75
C -0.5840 1.6392 0.6432 0.073 0.079 -0.102 -0.69
C 0.8731 1.6926 0.2798 -0.064 0.577 0.069 -0.09
N -2.9509 -2.3066 -0.3755 0.692 0.808 0.393 -0.67
N 1.3812 -1.7455 -0.3924 0.307 0.131 0.064 -0.17
N -2.0432 -1.7899 0.3282 -0.958 -1.940 -0.257 0.03
N 2.0810 -0.8307 0.2097 -1.109 -0.801 -0.004 -0.01
S 3.6430 -0.7613 0.0437 0.745 -0.101 -0.179 -0.27
H -0.4347 -0.3041 1.6580 0.004 -0.172 0.056 0.35
H -2.3784 0.0307 -0.7093 0.003 -0.049 -0.004 0.37
H 0.6854 2.2897 -1.7321 -0.245 0.053 -0.112 0.23
H 2.3895 2.0520 -1.1098 0.216 -0.037 -0.013 0.28
H 0.3791 -1.7238 -0.2551 0.127 0.025 0.057 0.20
H -1.1967 2.0729 -0.1500 0.019 0.036 0.073 0.38
H -0.7355 2.2064 1.5669 -0.094 0.015 -0.042 0.26
H 1.5614 1.4355 1.0712 0.097 -0.012 0.039 0.35
H -3.0398 -3.3023 -0.1304 0.282 0.201 0.181 0.27
H 1.8102 -2.4510 -0.9913 0.101 0.213 0.108 0.27
```
Forces are in eV/Å.